No. 1
{"formula": "C4H12O2", "method": "ωB97M-V with the def2-TZVPD basis set", "mol_weight_g_mol": 92.14, "smiles": "C=C(C)C.O.O", "e_homo_ev": -9.5, "total_energy_ev": -8436.869, "elements": ["C", "C", "C", "C", "H", "H", "H", "H", "H", "H", "H", "H", "O", "H", "H", "O", "H", "H"], "xyz": [[-0.860, 0.640, 0.132], [0.242, 1.084, -0.446], [1.152, 0.160, -1.206], [0.710, 2.510, -0.286], [-1.504, 1.261, 0.729], [-1.068, -0.413, -0.006], [0.602, -0.515, -1.858], [1.739, -0.449, -0.526], [1.903, 0.713, -1.774], [-0.040, 3.182, 0.105], [1.102, 2.868, -1.232], [1.569, 2.514, 0.398], [-2.103, -3.656, -0.257], [-1.867, -2.910, -0.811], [-2.888, -4.050, -0.645], [0.680, -0.998, 2.881], [-0.194, -0.594, 2.811], [0.826, -1.347, 1.991]], "forces_ev_per_angstrom": [[0.191, -0.497, -0.312], [0.183, 0.711, 0.249], [0.343, 0.178, -0.048], [0.635, -0.664, 0.058], [-0.215, 0.069, 0.082], [-0.489, -0.074, 0.227], [0.012, 0.039, -0.101], [0.042, -0.196, 0.274], [-0.257, -0.031, -0.209], [-0.253, 0.085, 0.033], [-0.101, 0.286, -0.225], [-0.111, 0.059, -0.012], [0.139, -0.093, 0.253], [-0.100, 0.043, -0.159], [-0.037, 0.069, -0.106], [-0.163, -0.033, -0.308], [0.137, 0.000, 0.079], [0.043, 0.049, 0.225]]}



No. 2
{"formula": "C46H42F9N4NaO3P2STe", "method": "ωB97M-V with the def2-TZVPD basis set", "total_charge": -2, "mol_weight_g_mol": 1114.45, "e_homo_ev": -1.3, "total_energy_ev": -126070.235, "elements": ["Na", "N", "P", "C", "C", "C", "C", "C", "C", "C", "C", "C", "C", "C", "C", "P", "C", "C", "C", "C", "C", "C", "C", "C", "C", "C", "C", "C", "H", "H", "H", "H", "H", "H", "H", "H", "H", "H", "H", "H", "H", "H", "H", "H", "H", "H", "H", "H", "H", "C", "N", "C", "C", "C", "C", "C", "C", "C", "C", "H", "H", "H", "H", "H", "H", "H", "H", "H", "H", "H", "H", "H", "Te", "C", "C", "C", "C", "S", "H", "H", "H", "F", "C", "F", "F", "C", "O", "C", "F", "F", "F", "C", "F", "F", "F", "C", "N", "C", "C", "C", "O", "N", "C", "O", "H", "H", "H", "H", "H"], "xyz": [[0.268, 1.108, -0.148], [0.253, -2.239, 0.728], [-1.276, -1.492, 0.236], [-2.272, -2.799, 1.071], [-2.001, -3.067, 2.409], [-2.765, -3.985, 3.119], [-3.805, -4.655, 2.491], [-4.074, -4.402, 1.152], [-3.316, -3.478, 0.448], [-1.300, -2.063, -1.527], [-1.477, -1.115, -2.532], [-1.359, -1.481, -3.867], [-1.070, -2.794, -4.213], [-0.893, -3.746, -3.216], [-1.007, -3.376, -1.885], [1.649, -1.343, 0.373], [2.278, -2.211, -1.124], [2.177, -1.556, -2.347], [2.532, -2.197, -3.528], [3.005, -3.499, -3.495], [3.120, -4.162, -2.278], [2.759, -3.521, -1.104], [2.873, -1.941, 1.585], [4.170, -1.438, 1.518], [5.134, -1.863, 2.418], [4.813, -2.792, 3.401], [3.519, -3.285, 3.482], [2.552, -2.857, 2.579], [0.331, -3.244, 0.596], [-1.189, -2.543, 2.894], [-2.550, -4.169, 4.166], [-4.406, -5.367, 3.044], [-4.893, -4.906, 0.653], [-3.555, -3.263, -0.585], [-1.697, -0.085, -2.265], [-1.491, -0.730, -4.637], [-0.973, -3.074, -5.255], [-0.657, -4.771, -3.474], [-0.865, -4.128, -1.114], [1.805, -0.538, -2.389], [2.429, -1.675, -4.471], [3.284, -3.999, -4.415], [3.490, -5.181, -2.246], [2.856, -4.043, -0.157], [4.425, -0.700, 0.766], [6.137, -1.458, 2.357], [5.566, -3.121, 4.107], [3.255, -3.998, 4.255], [1.533, -3.218, 2.656], [-1.731, 5.478, 1.015], [-0.350, 5.023, 0.697], [0.461, 4.845, 1.940], [-0.350, 3.741, -0.079], [-0.795, 3.791, -1.515], [-1.084, 4.956, -2.209], [-1.434, 4.884, -3.557], [-1.479, 3.642, -4.166], [-1.158, 2.492, -3.438], [-0.793, 2.499, -2.090], [-1.661, 6.394, 1.602], [-2.202, 4.674, 1.584], [-2.265, 5.652, 0.085], [0.107, 5.716, 0.103], [-0.094, 4.157, 2.575], [0.579, 5.821, 2.411], [1.419, 4.413, 1.651], [-0.974, 3.062, 0.498], [0.692, 3.421, -0.083], [-1.041, 5.940, -1.739], [-1.666, 5.786, -4.113], [-1.758, 3.565, -5.213], [-1.201, 1.547, -3.980], [-4.167, -0.072, -0.131], [-5.366, -1.425, -1.216], [-5.144, -1.973, -2.458], [-6.139, -2.907, -2.863], [-7.120, -3.073, -1.929], [-6.808, -2.087, -0.559], [-4.282, -1.709, -3.056], [-6.124, -3.431, -3.811], [-7.987, -3.713, -1.987], [3.223, 3.258, -2.746], [3.562, 4.209, -1.867], [2.580, 5.116, -1.867], [4.658, 4.831, -2.371], [3.759, 3.603, -0.428], [2.603, 3.376, 0.149], [4.612, 4.624, 0.405], [4.573, 4.341, 1.709], [4.116, 5.874, 0.273], [5.919, 4.693, 0.062], [4.601, 2.285, -0.576], [5.124, 1.910, 0.606], [5.640, 2.381, -1.440], [3.842, 1.272, -1.001], [0.175, -1.136, 4.766], [-0.623, -0.151, 4.069], [-1.934, 0.043, 4.419], [-2.660, 1.028, 3.884], [-2.004, 1.933, 2.935], [-2.569, 2.981, 2.576], [-0.772, 1.603, 2.475], [-0.049, 0.607, 3.027], [1.096, 0.323, 2.660], [0.239, -0.899, 5.832], [1.169, -1.125, 4.328], [-0.249, -2.139, 4.658], [-2.331, -0.664, 5.139], [-3.702, 1.174, 4.123]], "forces_ev_per_angstrom": [[-0.078, 0.303, 0.211], [0.257, -0.023, 0.003], [0.170, -0.457, 0.044], [-0.031, 0.098, -0.056], [-0.032, -0.047, 0.019], [0.022, 0.015, 0.008], [-0.001, -0.015, -0.007], [0.003, -0.011, 0.010], [0.011, -0.008, 0.007], [-0.152, 0.100, 0.079], [0.068, 0.023, 0.026], [0.006, 0.002, -0.024], [0.014, 0.011, 0.008], [-0.001, 0.029, 0.004], [-0.019, -0.060, 0.006], [-0.088, 0.101, -0.277], [0.093, -0.135, -0.046], [-0.035, 0.012, -0.078], [-0.017, -0.017, 0.028], [0.008, 0.007, -0.006], [-0.002, -0.008, -0.010], [0.022, 0.001, -0.006], [-0.078, -0.058, 0.050], [0.023, -0.026, -0.008], [0.014, 0.001, 0.016], [0.012, 0.004, -0.016], [-0.027, 0.015, 0.011], [0.029, -0.007, 0.028], [-0.022, -0.007, 0.054], [-0.007, 0.019, -0.022], [-0.001, -0.004, 0.000], [-0.005, 0.002, -0.001], [-0.003, 0.006, -0.001], [-0.014, -0.012, -0.005], [-0.020, 0.002, 0.003], [-0.002, -0.010, -0.011], [-0.010, -0.004, -0.001], [-0.003, 0.000, -0.008], [-0.007, 0.002, -0.002], [-0.001, 0.003, 0.038], [0.008, 0.003, -0.005], [-0.007, -0.007, 0.001], [0.002, 0.002, -0.007], [0.004, 0.011, 0.008], [-0.022, 0.006, -0.009], [0.002, -0.003, 0.010], [0.001, 0.002, 0.003], [0.003, -0.003, -0.001], [0.002, -0.011, -0.001], [0.098, -0.007, -0.061], [0.016, 0.074, -0.054], [-0.109, 0.008, -0.133], [-0.091, 0.011, -0.146], [-0.028, -0.060, -0.024], [-0.016, 0.019, -0.023], [0.011, 0.005, 0.008], [0.011, -0.037, -0.008], [-0.028, 0.041, -0.049], [0.135, -0.077, 0.067], [-0.048, 0.019, -0.008], [0.001, 0.047, 0.019], [-0.018, -0.006, 0.014], [0.077, -0.027, 0.027], [0.044, -0.027, 0.012], [-0.012, -0.022, 0.053], [0.025, 0.028, 0.026], [-0.051, 0.019, 0.103], [0.026, 0.045, 0.163], [-0.004, -0.007, -0.001], [-0.001, 0.003, 0.006], [-0.001, 0.012, 0.002], [0.018, -0.008, 0.010], [-0.261, 0.094, -0.092], [0.197, 0.057, -0.069], [-0.058, 0.000, 0.044], [-0.005, 0.012, 0.039], [0.019, -0.069, -0.111], [-0.104, -0.015, 0.122], [0.008, 0.006, -0.010], [0.002, -0.004, -0.004], [-0.008, 0.006, 0.013], [-0.019, -0.029, -0.024], [0.030, -0.021, -0.032], [-0.043, 0.051, 0.026], [0.054, 0.008, -0.006], [-0.138, -0.006, -0.011], [0.088, -0.040, 0.071], [0.029, 0.022, 0.016], [-0.014, -0.038, 0.047], [-0.019, 0.043, -0.028], [0.032, 0.002, -0.012], [-0.004, -0.006, -0.025], [0.028, 0.008, 0.058], [0.037, 0.030, -0.033], [-0.048, -0.025, -0.006], [-0.005, 0.005, -0.005], [-0.007, -0.054, 0.067], [0.078, -0.032, -0.013], [-0.015, 0.054, -0.051], [-0.093, 0.016, 0.041], [-0.014, -0.014, -0.009], [0.231, -0.055, 0.065], [-0.252, 0.123, -0.173], [0.107, -0.056, -0.017], [0.009, 0.009, -0.001], [0.005, 0.000, 0.005], [0.010, 0.009, 0.035], [-0.005, 0.006, 0.007], [0.004, 0.008, 0.006]]}



No. 3
{"formula": "C4H5N3", "method": "ωB97M-V with the def2-TZVPD basis set", "mol_weight_g_mol": 95.10, "e_homo_ev": -9.2, "total_energy_ev": -8695.318, "elements": ["C", "N", "C", "C", "N", "C", "N", "H", "H", "H", "H", "H"], "xyz": [[0.702, 0.958, 1.074], [0.780, 0.159, -0.149], [-0.575, -0.330, -0.706], [-0.407, -1.248, -1.783], [-0.245, -1.950, -2.694], [-1.596, -0.556, 0.263], [-2.402, -0.689, 1.088], [0.149, 1.877, 0.858], [1.718, 1.218, 1.374], [0.192, 0.425, 1.883], [1.503, -0.558, -0.162], [0.181, 0.694, -1.047]], "forces_ev_per_angstrom": [[-0.044, 0.062, 0.081], [0.183, -0.088, -0.041], [-0.247, -0.181, 0.001], [0.104, -0.591, -0.718], [-0.110, 0.644, 0.887], [-0.644, -0.107, 0.671], [0.769, 0.165, -0.793], [0.042, -0.145, 0.068], [-0.145, -0.025, -0.047], [0.105, 0.040, -0.111], [-0.129, 0.122, -0.023], [0.116, 0.103, 0.025]]}